Here is 14 unconnected molecules or ions with the total composition C3H33O14 in a non-equilibrium geometry from the OMol25 dataset. Energies are from the ωB97M-V functional and the def2-TZVPD basis.

Calculated values
Calculated total energy = -1187.45462 hartree
Relative energy (zero: lowest compared OMol25 entry of this formula, charge and spin) = 44.35 kcal per mole
Gap between HOMO and LUMO = 7.98 eV
2S+1 = 1
Net charge = -1

Each line ends with the Löwdin charge.
Positions of all 50 atoms, in Å:
C 24.8910 16.5080 26.1650  -0.053
C 24.2830 17.6030 25.3220  -0.526
C 24.9490 17.6690 24.0510  -0.095
O 22.9180 17.1860 25.1600  -0.351
H 24.7690 15.5090 25.7450  0.076
H 24.3520 16.4450 27.0770  0.052
H 25.8950 16.7200 26.3720  0.064
H 24.4390 18.5590 25.8430  0.152
H 26.0420 17.7230 24.2320  0.093
H 24.6800 18.6200 23.6020  0.080
H 24.7360 16.9350 23.2540  0.084
O 20.1650 16.7620 24.9990  -0.034
H 21.0630 17.0220 24.7940  -0.019
H 20.0520 16.8380 25.9130  -0.027
O 20.9320 14.5390 26.5850  -0.032
H 20.2180 15.0490 27.0200  0.058
H 21.6460 15.0190 26.3390  -0.071
O 21.8890 19.6090 24.7730  -0.077
H 22.2150 18.7370 24.9530  -0.056
H 22.0570 19.9480 23.8830  -0.030
O 22.2330 20.2280 22.2050  -0.013
H 23.1170 20.1370 21.8570  0.026
H 22.0040 21.1250 22.1620  0.031
O 22.3010 17.1050 22.3820  0.003
H 22.7900 16.4440 21.9880  0.001
H 22.6230 17.1150 23.2740  -0.021
O 27.3470 16.0220 22.6090  -0.065
H 27.9050 15.3460 22.2770  0.020
H 26.4610 15.5740 22.8270  0.079
O 26.5170 19.7040 21.8760  -0.007
H 26.6180 19.0880 22.5880  0.009
H 27.3820 19.6940 21.5370  0.026
O 27.2910 14.6240 25.1340  -0.057
H 26.7400 15.3540 25.3510  -0.043
H 27.5090 14.7630 24.1770  0.016
O 21.6720 17.2790 27.5780  -0.038
H 22.1490 17.4160 26.7540  -0.014
H 22.0670 16.5690 28.0280  -0.045
O 22.8950 14.7230 24.1630  -0.065
H 23.7080 14.5410 23.6080  0.074
H 23.1730 15.5890 24.4890  -0.034
O 23.7930 12.5510 25.9410  -0.110
H 23.5470 13.4340 25.5950  -0.013
H 23.2520 12.3010 26.7390  0.053
O 24.0610 18.6220 20.8510  -0.034
H 23.5270 18.1850 21.5220  -0.018
H 24.8240 18.8910 21.2630  -0.068
O 22.9240 14.9630 29.0740  -0.053
H 23.2560 14.3520 29.7620  0.059
H 23.6480 15.3970 28.6170  0.013

***

Here is a single C4H5NO2 molecule from the OMol25 dataset. Energies are from the ωB97M-V functional and the def2-TZVPD basis.

Calculated values
Calculated total energy = -360.49643 hartree
Relative energy (zero: lowest compared OMol25 entry of this formula, charge and spin) = 108.55 kcal per mole
Gap between HOMO and LUMO = 9.55 eV
2S+1 = 1
Net charge = 0

Each line ends with the Löwdin charge.
Positions of all 12 atoms, in Å:
O 2.9504 -0.2540 -0.2208  0.072
C 1.8651 0.0317 -0.6591  -0.212
C 0.6475 0.1782 0.2215  -0.358
C -0.1651 1.4119 0.0881  0.106
N -0.6051 -0.2624 -0.4219  -0.001
C -1.6151 -0.8608 0.3579  -0.297
O -2.7439 -0.9968 -0.0215  0.089
H 1.6949 0.2405 -1.7355  0.132
H 0.7874 -0.3089 1.1899  0.146
H -0.8960 0.3761 -1.1762  0.135
H -0.7795 1.5067 0.9979  0.039
H -1.2426 -1.1987 1.3432  0.148

***

Here is a molecular structure, C9H14MoN2P in a non-equilibrium geometry from the OMol25 dataset. Energies are from the ωB97M-V functional and the def2-TZVPD basis.

Calculated values
Calculated total energy = -869.96817 hartree
Gap between HOMO and LUMO (spin up / spin down) = 6.56 / 6.62 eV
2S+1 = 3
Net charge = +1
<S²> = 2.4353

Each line ends with the Löwdin charge.
Positions of all 27 atoms, in Å:
C 0.4988 0.9141 -3.0048  -0.300
C 0.2741 0.2194 -4.1758  -0.198
C -0.0492 -1.1573 -4.2191  -0.092
C -0.1508 -2.0110 -3.0955  -0.191
C 0.0229 -1.5845 -1.7946  -0.231
Mo 0.2040 0.3040 -1.1024  1.178
P 0.3418 2.5962 -0.3535  0.670
H 0.8417 1.9514 -3.1542  0.012
H 0.4030 0.7335 -5.1363  0.102
H -0.1691 -1.6143 -5.2097  0.111
H 0.0136 -2.3962 -1.0485  0.024
H -0.3228 -3.0768 -3.2909  0.102
H -0.7419 3.1369 0.3822  -0.085
H 0.4796 3.5858 -1.3576  -0.081
H 1.4142 2.9589 0.4995  -0.088
C -0.1644 0.3096 4.5417  0.013
N -0.2176 -0.2085 3.1797  -0.118
C -0.5357 -1.4567 2.8094  -0.047
C -0.4669 -1.5243 1.4344  -0.121
N -0.0999 -0.3122 0.9473  -0.147
C 0.0404 0.4678 2.0470  -0.165
H -1.1614 0.2082 5.0195  0.112
H 0.5850 -0.2602 5.1300  0.112
H 0.1232 1.3831 4.5399  0.107
H -0.8018 -2.2581 3.4866  0.141
H -0.6891 -2.4128 0.8750  0.100
H 0.3296 1.5032 2.0502  0.081

***

Here is a single CH2N4S molecule in a non-equilibrium geometry from the OMol25 dataset. Energies are from the ωB97M-V functional and the def2-TZVPD basis.

Calculated values
Calculated total energy = -656.41386 hartree
SMILES = S=c1nn[nH][nH]1
Relative energy (zero: lowest compared OMol25 entry of this formula, charge and spin) = 43.24 kcal per mole
Gap between HOMO and LUMO = 8.01 eV
2S+1 = 1
Net charge = 0

Each line ends with the Löwdin charge.
Positions of all 8 atoms, in Å:
S 1.5525 -0.3581 -1.1859  0.613
C 0.1869 -0.1939 -0.2787  -0.932
N -0.7265 0.7866 -0.5268  0.002
N -1.5110 0.9081 0.4593  -0.006
N -1.2922 -0.0266 1.3990  -0.052
N 0.0092 -0.5379 1.0928  0.010
H -1.3662 0.5902 2.2605  0.165
H 0.0493 -1.6085 1.4168  0.199

***

Here is a molecular structure, C20H17N4O4RbS in a non-equilibrium geometry from the OMol25 dataset. Energies are from the ωB97M-V functional and the def2-TZVPD basis.

Calculated values
Calculated total energy = -1714.56179 hartree
Relative energy (zero: lowest compared OMol25 entry of this formula, charge and spin) = 8.05 kcal per mole
Gap between HOMO and LUMO = 7.66 eV
2S+1 = 1
Net charge = 0

Each line ends with the Löwdin charge.
Positions of all 47 atoms, in Å:
Rb 0.0416 -0.0921 -0.5021  1.009
O 1.3203 2.8821 -1.1002  -0.017
C 0.2751 2.3863 -1.5631  -0.793
O 0.1566 1.4517 -2.3927  -0.236
C -1.0255 2.9345 -0.9694  -0.223
C -1.2019 4.3083 -0.8513  -0.007
C -2.4047 4.7823 -0.3648  -0.064
C -3.3803 3.8726 0.0246  -0.073
C -3.1021 2.5229 -0.0916  -0.141
N -1.9525 2.0492 -0.5866  0.049
H -0.3965 4.9670 -1.1462  0.120
H -2.5872 5.8480 -0.2885  0.106
H -4.3349 4.1997 0.4149  0.100
H -3.8330 1.7856 0.2203  0.105
O 6.9939 -1.9725 -1.3481  0.078
N 7.0294 -0.9239 -0.7373  -0.340
O 8.0030 -0.2142 -0.6421  0.089
C 5.7509 -0.4315 -0.1509  -0.070
C 5.6394 0.8911 -0.0118  0.075
C 4.4307 1.4643 0.5019  -0.122
C 4.3126 2.8506 0.7224  0.009
C 3.1569 3.3380 1.2417  -0.033
C 2.1159 2.4336 1.5044  -0.130
N 2.1911 1.1363 1.3185  0.085
C 3.3522 0.6480 0.8168  -0.149
C 3.4931 -0.8031 0.6598  -0.140
N 2.4273 -1.5689 0.9879  0.078
C 2.5624 -2.8766 0.9722  -0.130
C 3.7585 -3.5187 0.6299  -0.034
C 4.8219 -2.7581 0.2366  0.011
C 4.7048 -1.3530 0.2192  -0.064
H 6.4674 1.5280 -0.2920  0.136
H 5.1414 3.5040 0.4749  0.126
H 3.0071 4.3947 1.4123  0.117
H 1.1726 2.8103 1.8870  0.115
H 1.6847 -3.4600 1.2398  0.115
H 3.8289 -4.5973 0.6660  0.111
H 5.7454 -3.2277 -0.0624  0.110
C -1.0266 1.0960 4.0443  -0.421
S -0.7688 -0.5040 3.2727  0.720
C 0.9058 -0.8228 3.8329  -0.431
H -1.0497 1.0142 5.1308  0.037
H -1.9849 1.4854 3.7013  0.031
H -0.2424 1.7964 3.7516  0.024
H 1.5696 -0.0154 3.5228  0.017
H 1.2483 -1.7348 3.3486  0.008
H 0.9412 -0.9547 4.9147  0.038

***

Here is a molecular structure, C5H13O3Pb in a non-equilibrium geometry from the OMol25 dataset. Energies are from the ωB97M-V functional and the def2-TZVPD basis.

Calculated values
Calculated total energy = -616.47113 hartree
Relative energy (zero: lowest compared OMol25 entry of this formula, charge and spin) = 10.56 kcal per mole
Gap between HOMO and LUMO = 5.94 eV
2S+1 = 1
Net charge = +1

Each line ends with the Löwdin charge.
Positions of all 22 atoms, in Å:
C -1.6384 0.3903 0.0191  -0.319
O -1.2873 -0.7852 -0.6494  -0.253
C -0.8044 -0.6206 -1.9571  -0.225
C 0.3495 -1.5626 -2.1925  -0.229
O 0.0275 -2.8505 -1.7317  -0.177
C 0.9892 -3.8172 -2.0684  -0.104
H -2.4173 0.0486 0.7188  0.088
H -2.0183 1.2031 -0.6267  0.069
H -0.4505 0.4172 -2.1099  0.117
H -1.6097 -0.8219 -2.6876  0.146
H 1.2464 -1.1797 -1.6711  0.119
H 0.5717 -1.5899 -3.2753  0.139
H 1.9835 -3.5524 -1.6684  0.092
H 0.6775 -4.7700 -1.6238  0.097
H 1.0692 -3.9343 -3.1634  0.096
Pb 0.4439 1.0970 0.9737  1.428
O -1.2942 1.5338 2.1274  -0.471
H -1.2127 0.8796 2.8415  0.114
C -2.0510 2.7280 2.3486  -0.048
H -2.2271 2.8229 3.4235  0.114
H -1.4732 3.6006 2.0294  0.097
H -2.9076 2.6922 1.6656  0.110

***

Here is 14 unconnected molecules or ions with the total composition H26O17S in a non-equilibrium geometry from the OMol25 dataset. Energies are from the ωB97M-V functional and the def2-TZVPD basis.

Calculated values
Calculated total energy = -1692.86365 hartree
Relative energy (zero: lowest compared OMol25 entry of this formula, charge and spin) = 130.99 kcal per mole
Gap between HOMO and LUMO = 9.29 eV
2S+1 = 1
Net charge = -2

Each line ends with the Löwdin charge.
Positions of all 44 atoms, in Å:
S 0.2749 0.1767 -0.1420  0.370
O 1.7419 0.4191 0.1916  -0.344
O 0.1940 -1.0631 -0.5459  -0.278
O -0.5679 0.2658 1.0946  -0.368
O -0.1955 1.0268 -1.1688  -0.286
O 3.6953 -0.4823 -1.6021  -0.073
H 3.8506 -1.3187 -1.2011  -0.010
H 3.2137 0.0615 -0.9265  0.020
O -0.3203 -3.3739 0.7598  -0.207
H -0.9253 -4.1804 0.3583  0.123
H -0.2109 -2.4243 0.2806  0.049
O 0.9680 3.3600 -1.3503  -0.193
H 1.5524 3.5376 -0.5749  -0.006
H 0.4601 2.3817 -1.2319  0.050
O -2.7129 -0.8193 1.5278  -0.044
H -3.2716 -0.2364 1.8889  -0.026
H -1.8365 -0.3120 1.6695  0.018
O 1.8470 -3.1448 -1.1851  -0.098
H 1.7576 -3.4893 -0.3199  -0.021
H 1.1756 -2.3409 -1.1686  0.050
O -3.2091 -0.5577 -1.1761  -0.076
H -3.1002 -0.7016 -0.1821  0.028
H -3.0577 0.3622 -1.3371  -0.010
O -1.2976 2.5783 2.2721  -0.019
H -2.0972 2.6501 1.8166  -0.020
H -1.0841 1.7413 1.9531  -0.065
O -1.1491 -1.9950 -2.5888  -0.057
H -0.5496 -1.8955 -1.7605  0.042
H -1.8044 -1.4318 -2.4007  -0.084
O -0.6443 0.5916 -3.4187  -0.080
H -0.7481 -0.3589 -3.4050  -0.021
H -0.4484 0.9183 -2.5356  -0.085
O 2.5823 2.5958 1.0539  -0.027
H 2.3458 2.5444 1.8955  -0.049
H 2.2285 1.7117 0.8693  -0.035
O 3.3563 -1.0492 1.5162  -0.062
H 3.0391 -0.7550 2.3868  0.039
H 2.8408 -0.5294 0.9354  -0.077
O -2.5266 2.2788 -0.5762  0.016
H -1.8016 1.7817 -0.4705  -0.076
H -2.2407 3.1163 -0.8974  0.051
O -0.3530 -0.1915 3.4971  -0.146
H -0.1413 -0.4006 2.4982  0.036
H -0.8297 -1.0482 3.7006  0.050

***

Here is a molecular structure, C3H2LiO3V in a non-equilibrium geometry from the OMol25 dataset. Energies are from the ωB97M-V functional and the def2-TZVPD basis.

Calculated values
Calculated total energy = -1292.09380 hartree
Gap between HOMO and LUMO (spin up / spin down) = 6.50 / 11.00 eV
2S+1 = 5
Net charge = +2
<S²> = 6.0016

Each line ends with the Löwdin charge.
Positions of all 10 atoms, in Å:
C 1.3474 -1.3172 0.4490  0.058
C 2.1353 -0.5500 1.2978  0.000
O 2.7229 0.1154 1.9992  0.405
H 1.8711 -1.5305 -0.4936  0.150
H 1.0333 -2.2508 0.9365  0.149
O -0.3457 0.7037 0.4012  0.001
C -0.2514 -0.4098 -0.0571  -0.511
O -0.9592 -1.1270 -0.7258  -0.093
V -1.5098 -2.6843 -1.7792  0.934
Li -1.6941 2.0012 0.7269  0.908